No. 1
Computed, not measured: one molecule with the formula C3H7NO, with the ωB97M-V functional and the def2-TZVPD basis.

Values from the calculation:
Gap between HOMO and LUMO = 0.3946 hartree
F_max = 0.745 eV/A
Molecular weight = 73.09 g/mol
Energy above the lowest of the compared OMol25 structures with the same formula, charge and spin = 28.1 kcal/mol

Each line ends with the Löwdin charge.
Element x y z (Å)
C -0.947 0.735 0.321  -0.10
C -0.590 -0.755 0.102  -0.23
N 0.721 -0.951 -0.546  0.00
C 1.572 0.059 -0.117  -0.39
O 1.894 0.221 1.035  0.05
H -1.749 0.792 1.055  0.07
H -1.268 1.213 -0.612  0.08
H -0.140 1.359 0.723  0.06
H -1.343 -1.214 -0.547  0.11
H -0.591 -1.302 1.048  0.11
H 0.654 -0.964 -1.557  0.11
H 1.786 0.805 -0.905  0.14

=====

No. 2
Computed, not measured: one molecule with the formula C3H7NO in a non-equilibrium geometry, with the ωB97M-V functional and the def2-TZVPD basis.

Values from the calculation:
Gap between HOMO and LUMO = 0.3976 hartree
F_max = 3.498 eV/A
Molecular weight = 73.09 g/mol
Energy above the lowest of the compared OMol25 structures with the same formula, charge and spin = 62.8 kcal/mol

Each line ends with the Löwdin charge.
Element x y z (Å)
O -1.942 0.077 -0.510  -0.07
C -0.703 0.722 -0.449  -0.27
C 0.313 -0.303 -0.134  -0.43
C 0.806 -0.448 1.188  -0.11
N 1.719 0.043 0.033  0.05
H -1.962 -0.371 -1.402  0.12
H -0.596 1.401 0.470  0.14
H -0.491 1.340 -1.412  0.15
H 0.125 -1.297 -0.635  0.16
H 0.966 -1.479 1.522  0.11
H 0.631 0.353 1.891  0.10
H 2.336 -0.684 -0.215  0.06

=====

- The highest gap between HOMO and LUMO belongs to which entry?
  number 2

=====

- Look up the F_max of the second one.
  3.498 eV/A